1.
C28H39BN7PtS4 | ωB97M-V with the def2-TZVPD basis set

Element x y z (Å)
1 Pt 2.585 -3.033 -0.280
2 C -2.316 -5.066 -0.413
3 C -1.894 -3.707 0.019
4 C -2.696 -2.836 0.693
5 C -2.209 -1.562 1.093
6 N -1.004 -1.173 0.789
7 N -0.214 -2.014 0.121
8 B 1.220 -1.500 -0.267
9 N 1.640 -0.533 0.874
10 N 1.568 0.777 0.682
11 C 1.743 1.568 1.712
12 C 1.936 1.037 3.009
13 C 2.018 -0.312 3.209
14 C 2.237 -0.939 4.539
15 C 1.923 -1.123 2.047
16 S 2.170 -2.830 2.055
17 C 1.656 3.061 1.455
18 C 2.454 3.848 2.497
19 C 0.179 3.458 1.541
20 C 2.204 3.390 0.064
21 N 1.133 -0.809 -1.653
22 N 0.123 0.057 -1.772
23 C -0.088 0.640 -2.919
24 C 0.759 0.386 -4.029
25 C 1.787 -0.501 -3.923
26 C 2.700 -0.826 -5.051
27 C 1.949 -1.154 -2.657
28 S 3.142 -2.362 -2.437
29 C -1.253 1.616 -2.976
30 C -2.418 1.070 -2.147
31 C -1.718 1.843 -4.414
32 C -0.776 2.946 -2.382
33 C -0.561 -3.259 -0.232
34 S 0.618 -4.270 -0.933
35 C -3.075 -0.626 1.909
36 C -3.451 -1.329 3.219
37 C -4.347 -0.296 1.119
38 C -2.327 0.668 2.226
39 H -3.353 -5.251 -0.143
40 H -1.684 -5.824 0.048
41 H -2.206 -5.174 -1.493
42 H -3.709 -3.117 0.945
43 H 2.035 1.707 3.849
44 H 2.195 -0.194 5.330
45 H 3.205 -1.438 4.567
46 H 1.482 -1.701 4.727
47 H 2.002 3.805 3.487
48 H 2.486 4.897 2.209
49 H 3.483 3.494 2.569
50 H -0.228 3.267 2.535
51 H -0.413 2.897 0.821
52 H 0.068 4.520 1.330
53 H 3.275 3.199 0.010
54 H 2.039 4.446 -0.144
55 H 1.716 2.804 -0.708
56 H 0.574 0.882 -4.969
57 H 2.404 -0.289 -5.949
58 H 2.692 -1.896 -5.255
59 H 3.726 -0.557 -4.799
60 H -2.818 0.156 -2.586
61 H -3.218 1.810 -2.116
62 H -2.105 0.851 -1.129
63 H -1.976 0.907 -4.907
64 H -0.972 2.360 -5.015
65 H -2.609 2.470 -4.407
66 H -0.473 2.816 -1.348
67 H -1.579 3.680 -2.419
68 H 0.073 3.346 -2.937
69 H -4.028 -2.237 3.048
70 H -4.061 -0.664 3.830
71 H -2.561 -1.593 3.792
72 H -4.943 -1.183 0.912
73 H -4.110 0.184 0.171
74 H -4.968 0.385 1.698
75 H -1.426 0.477 2.806
76 H -2.976 1.325 2.804
77 H -2.030 1.188 1.318
78 S 7.262 -3.435 0.764
79 C 5.715 -3.708 0.334
80 N 4.616 -3.913 0.036

Its total charge is +1. The HOMO energy (alpha / beta) is -9.73 / -10.53 eV. As for the spin multiplicity: 3. The lowest unoccupied orbital energy (alpha / beta) is -2.712 / -6.241 eV. The gap between HOMO and LUMO (alpha / beta) comes out at 7.023 / 4.289 eV.


2.
C28H39BrFeGeN3O5 | ωB97M-V with the def2-TZVPD basis set

Element x y z (Å)
1 Fe -0.237 -0.570 -0.638
2 C -0.415 -1.226 2.850
3 C 0.188 0.142 2.508
4 C 1.709 0.126 2.713
5 C -0.422 1.211 3.422
6 O -0.100 0.447 1.162
7 Ge -1.486 1.789 0.497
8 O -2.502 0.257 0.077
9 C -3.910 0.240 0.010
10 C -4.514 0.683 1.349
11 C -4.350 -1.193 -0.303
12 C -4.407 1.189 -1.089
13 O -0.577 1.532 -1.212
14 C 0.375 2.414 -1.760
15 C 0.978 1.770 -3.015
16 C -0.336 3.722 -2.128
17 C 1.493 2.669 -0.745
18 H -0.373 -1.414 3.919
19 H 0.134 -2.005 2.330
20 H -1.454 -1.258 2.523
21 H 1.939 -0.194 3.726
22 H 2.120 1.119 2.545
23 H 2.168 -0.554 2.004
24 H -0.179 1.003 4.461
25 H -1.506 1.227 3.313
26 H -0.023 2.188 3.151
27 H -4.121 0.074 2.159
28 H -5.596 0.578 1.333
29 H -4.260 1.728 1.533
30 H -4.078 -1.854 0.516
31 H -3.859 -1.530 -1.212
32 H -5.426 -1.241 -0.446
33 H -4.009 2.188 -0.897
34 H -5.494 1.234 -1.097
35 H -4.053 0.854 -2.060
36 H 0.225 1.654 -3.792
37 H 1.365 0.784 -2.764
38 H 1.786 2.387 -3.402
39 H -1.168 3.505 -2.797
40 H 0.348 4.405 -2.626
41 H -0.736 4.193 -1.227
42 H 1.937 1.711 -0.476
43 H 1.073 3.127 0.153
44 H 2.256 3.329 -1.155
45 Br 2.592 -13.229 0.849
46 C 2.284 -11.360 1.083
47 C 0.988 -10.902 1.286
48 C 0.765 -9.556 1.446
49 C 1.838 -8.644 1.391
50 C 3.141 -9.133 1.156
51 C 3.359 -10.481 1.027
52 N 1.587 -7.345 1.593
53 N 2.439 -6.410 1.454
54 C 2.239 -5.155 1.109
55 C 3.324 -4.253 1.129
56 C 3.211 -2.961 0.690
57 C 1.982 -2.421 0.233
58 O 1.855 -1.219 -0.189
59 C 0.840 -3.296 0.281
60 N -0.363 -2.772 -0.036
61 C -1.427 -3.540 -0.078
62 C -1.394 -4.896 0.240
63 C -0.194 -5.443 0.643
64 C 0.957 -4.658 0.668
65 H 0.161 -11.598 1.299
66 H -0.236 -9.177 1.591
67 H 3.956 -8.429 1.118
68 H 4.357 -10.853 0.863
69 H 4.277 -4.622 1.477
70 H 4.079 -2.320 0.689
71 H -2.354 -3.066 -0.363
72 H -2.293 -5.488 0.187
73 H -0.124 -6.476 0.966
74 C -1.592 -0.699 -3.143
75 O -0.597 -1.108 -2.285
76 H -2.380 -1.464 -3.219
77 H -1.177 -0.524 -4.145
78 H -2.045 0.234 -2.787

The HOMO energy (alpha / beta) is -6.88 / -6.84 eV. As for the spin multiplicity: 6. The lowest unoccupied orbital energy (alpha / beta) is -0.873 / -1.363 eV. The gap between HOMO and LUMO (alpha / beta) comes out at 6.007 / 5.480 eV.


3.
C28H39ClN3O4Ru | ωB97M-V with the def2-TZVPD basis set

Element x y z (Å)
1 O -3.250 2.180 -1.253
2 C -2.519 3.022 -1.791
3 C -1.761 2.753 -3.044
4 C -1.200 1.481 -3.277
5 H -1.257 0.768 -2.430
6 C -0.685 1.184 -4.540
7 H -0.270 0.192 -4.711
8 C -0.769 2.143 -5.563
9 H -0.516 1.854 -6.578
10 C -1.151 3.461 -5.276
11 H -1.137 4.226 -6.060
12 C -1.609 3.781 -3.990
13 H -1.916 4.798 -3.719
14 H -2.177 3.925 -1.207
15 C 1.249 3.599 0.743
16 C 1.743 2.350 0.044
17 H 1.661 4.503 0.277
18 H 1.548 3.567 1.797
19 H 0.158 3.669 0.683
20 C 2.416 2.376 -1.146
21 C 3.377 3.475 -1.582
22 H 2.352 1.453 -1.741
23 H 2.871 4.144 -2.301
24 H 4.246 3.011 -2.084
25 H 3.773 4.122 -0.763
26 Ru 1.085 0.665 0.753
27 Cl 3.254 1.004 1.525
28 C 2.313 -1.774 1.953
29 O 1.235 -1.101 2.054
30 N 2.608 -2.790 2.769
31 C 1.830 -3.142 3.948
32 C 3.672 -3.715 2.404
33 H 3.057 -1.566 1.158
34 H 0.989 -2.461 4.088
35 H 2.473 -3.124 4.842
36 H 1.465 -4.176 3.840
37 H 4.068 -3.382 1.449
38 H 3.287 -4.739 2.298
39 H 4.476 -3.719 3.152
40 H -4.467 -1.364 -2.450
41 H -2.862 -2.931 -2.081
42 C -3.686 -0.623 -2.225
43 C -2.244 -2.415 -1.340
44 N -2.852 -1.110 -1.126
45 H -4.139 0.344 -1.977
46 C -2.416 -0.311 -0.124
47 O -1.433 -0.523 0.606
48 H -2.227 -3.003 -0.416
49 H -3.032 0.604 -0.010
50 H -3.065 -0.505 -3.127
51 H -1.218 -2.321 -1.730
52 H -1.126 1.834 5.682
53 H -3.659 2.091 4.497
54 C -0.877 2.551 4.889
55 C -3.107 2.675 3.752
56 N -1.698 2.297 3.711
57 H 0.172 2.437 4.597
58 C -1.134 1.773 2.625
59 O 0.092 1.464 2.611
60 H -3.556 2.509 2.769
61 H -1.810 1.641 1.752
62 H -1.075 3.562 5.258
63 H -3.215 3.730 4.025
64 C 1.184 -0.444 -0.693
65 C 1.140 -1.642 -1.089
66 C 1.066 -3.013 -0.819
67 C 1.695 -3.926 -1.688
68 C 1.732 -5.262 -1.330
69 C 1.108 -5.692 -0.142
70 C 0.370 -4.803 0.656
71 C 0.340 -3.462 0.314
72 H 2.124 -3.548 -2.613
73 H 2.225 -5.976 -1.993
74 H 1.152 -6.752 0.136
75 H -0.215 -5.152 1.515
76 H -0.278 -2.747 0.857

The HOMO energy (alpha / beta) is -6.15 / -6.64 eV. As for the spin multiplicity: 6. The lowest unoccupied orbital energy (alpha / beta) is 0.401 / -3.013 eV. The gap between HOMO and LUMO (alpha / beta) comes out at 6.546 / 3.624 eV.


4.
C28H39FeN2O8Si | ωB97M-V with the def2-TZVPD basis set

Element x y z (Å)
1 Fe -0.247 0.516 0.280
2 C -4.073 -1.604 -1.153
3 O -3.431 -2.392 -2.149
4 C -2.101 -2.169 -2.416
5 C -1.677 -2.581 -3.666
6 C -0.348 -2.486 -4.087
7 C 0.583 -1.956 -3.213
8 C 0.151 -1.464 -1.982
9 C 1.118 -1.264 -0.866
10 N 1.797 -0.210 -0.608
11 N 2.700 -0.358 0.449
12 C 2.171 -0.148 1.614
13 O 0.927 0.126 1.867
14 C 3.088 -0.254 2.794
15 C 4.461 -0.422 2.634
16 C 5.287 -0.513 3.743
17 C 4.752 -0.438 5.023
18 C 3.385 -0.273 5.187
19 C 2.557 -0.182 4.076
20 C -1.178 -1.604 -1.495
21 O -1.447 -1.164 -0.298
22 H -5.131 -1.856 -1.226
23 H -3.938 -0.538 -1.346
24 H -3.698 -1.823 -0.157
25 H -2.436 -2.989 -4.323
26 H -0.062 -2.834 -5.070
27 H 1.627 -1.872 -3.489
28 H 1.271 -2.163 -0.260
29 H 4.863 -0.474 1.632
30 H 6.355 -0.640 3.609
31 H 5.400 -0.506 5.889
32 H 2.959 -0.211 6.181
33 H 1.488 -0.049 4.184
34 O -0.703 1.633 -3.097
35 C -0.478 1.156 -2.098
36 C -3.492 3.855 -0.787
37 C -2.912 5.094 -0.111
38 C -3.940 5.727 0.821
39 C -2.455 6.097 -1.164
40 O -1.750 4.773 0.652
41 Si -1.432 3.394 1.502
42 O -1.154 2.160 0.547
43 O -0.189 3.765 2.515
44 C 1.076 4.362 2.216
45 C 1.599 3.915 0.855
46 C 0.905 5.878 2.250
47 C 2.024 3.902 3.314
48 O -2.745 3.156 2.476
49 C -2.873 2.240 3.565
50 C -4.362 1.937 3.678
51 C -2.093 0.951 3.317
52 C -2.371 2.929 4.831
53 H -4.323 4.138 -1.437
54 H -3.860 3.145 -0.043
55 H -2.729 3.356 -1.383
56 H -4.845 5.999 0.270
57 H -3.525 6.628 1.277
58 H -4.202 5.025 1.612
59 H -3.291 6.412 -1.792
60 H -1.689 5.646 -1.797
61 H -2.028 6.977 -0.679
62 H 0.952 4.270 0.050
63 H 1.650 2.828 0.806
64 H 2.604 4.313 0.693
65 H 0.148 6.181 1.527
66 H 1.848 6.375 2.009
67 H 0.587 6.197 3.244
68 H 2.147 2.820 3.266
69 H 1.615 4.165 4.292
70 H 3.005 4.371 3.205
71 H -4.712 1.443 2.769
72 H -4.921 2.866 3.805
73 H -4.563 1.285 4.531
74 H -2.387 0.501 2.368
75 H -2.296 0.237 4.119
76 H -1.017 1.137 3.290
77 H -2.980 3.809 5.046
78 H -1.338 3.246 4.692
79 H -2.424 2.249 5.685

Its total charge is -1. The HOMO energy (alpha / beta) is -4.82 / -4.86 eV. As for the spin multiplicity: 5. The lowest unoccupied orbital energy (alpha / beta) is 2.710 / 2.710 eV. The gap between HOMO and LUMO (alpha / beta) comes out at 7.526 / 7.565 eV.


5.
C28H39IrN3O3SSeSi2 | ωB97M-V with the def2-TZVPD basis set

Element x y z (Å)
1 Ir 12.436 11.478 11.428
2 C 19.410 15.035 9.576
3 N 18.079 14.597 9.944
4 C 17.839 13.168 10.269
5 C 17.094 15.628 10.293
6 O 16.922 16.503 9.438
7 C 16.368 15.551 11.585
8 O 15.570 14.380 11.642
9 C 15.450 13.616 12.811
10 C 13.963 13.383 12.944
11 O 13.436 13.078 11.803
12 N 13.241 13.615 14.002
13 C 13.858 14.193 15.218
14 C 11.766 13.594 14.008
15 H 19.260 15.871 8.784
16 H 19.949 15.509 10.425
17 H 19.974 14.193 9.109
18 H 18.768 12.610 10.017
19 H 17.526 13.042 11.364
20 H 16.911 12.817 9.758
21 H 17.088 15.537 12.399
22 H 15.765 16.507 11.664
23 H 15.999 12.632 12.726
24 H 15.883 14.083 13.734
25 H 14.927 13.943 15.361
26 H 13.785 15.266 15.140
27 H 13.280 13.929 16.126
28 H 11.437 13.179 13.072
29 H 11.455 13.061 14.858
30 H 11.419 14.660 14.014
31 C 8.595 13.885 7.652
32 Si 8.448 12.024 7.754
33 C 9.493 11.133 6.523
34 C 6.654 11.710 7.424
35 C 9.091 11.314 9.421
36 C 8.155 11.106 10.406
37 C 8.472 10.719 11.719
38 C 9.797 10.461 11.979
39 N 10.711 10.819 11.010
40 C 10.434 11.275 9.744
41 S 11.859 11.884 9.037
42 H 9.626 14.246 7.610
43 H 7.951 14.378 8.389
44 H 8.224 14.090 6.652
45 H 8.885 10.794 5.692
46 H 9.815 10.179 7.023
47 H 10.347 11.742 6.153
48 H 6.109 12.631 7.793
49 H 6.204 10.770 7.803
50 H 6.593 11.637 6.353
51 H 7.122 11.395 10.129
52 H 7.676 10.522 12.464
53 H 10.250 10.029 12.871
54 C 17.918 7.180 13.666
55 C 17.530 8.452 14.109
56 C 16.410 9.020 13.504
57 C 15.788 8.468 12.398
58 C 16.062 7.127 12.067
59 C 17.103 6.490 12.693
60 Si 14.430 9.591 11.534
61 C 13.745 8.408 10.321
62 C 13.329 7.135 10.752
63 C 13.149 6.097 9.853
64 C 13.085 6.406 8.454
65 C 13.463 7.685 8.075
66 C 13.665 8.725 8.983
67 H 18.736 6.637 14.104
68 H 18.078 9.002 14.849
69 H 15.903 9.903 13.927
70 H 15.488 6.586 11.319
71 H 17.417 5.493 12.356
72 H 15.365 10.574 10.802
73 H 13.076 6.940 11.795
74 H 12.825 5.123 10.231
75 H 12.892 5.621 7.681
76 H 13.629 7.907 7.030
77 H 13.875 9.710 8.644
78 Se 12.908 9.821 13.204

The HOMO energy (alpha / beta) is -4.26 / -7.35 eV. As for the spin multiplicity: 6. The lowest unoccupied orbital energy (alpha / beta) is -0.132 / -2.111 eV. The gap between HOMO and LUMO (alpha / beta) comes out at 4.131 / 5.242 eV.


6.
C28H39N6O2SW | ωB97M-V with the def2-TZVPD basis set

Element x y z (Å)
1 W 0.422 -0.321 -0.186
2 C 2.138 -0.844 1.382
3 C 2.283 -1.630 0.196
4 C 1.201 -2.556 0.153
5 C 0.281 -2.196 1.171
6 C 0.884 -1.166 1.961
7 C 0.401 -0.780 3.318
8 C -0.934 -2.966 1.580
9 C 1.213 -3.847 -0.588
10 C 3.495 -1.633 -0.677
11 C 3.257 -0.069 1.997
12 H 0.923 0.084 3.720
13 H 0.609 -1.623 3.983
14 H -0.673 -0.602 3.347
15 H -1.325 -3.576 0.768
16 H -1.729 -2.321 1.951
17 H -0.660 -3.640 2.396
18 H 1.832 -3.808 -1.482
19 H 0.224 -4.208 -0.836
20 H 1.662 -4.577 0.094
21 H 3.301 -2.105 -1.637
22 H 4.295 -2.186 -0.177
23 H 3.867 -0.626 -0.859
24 H 3.960 -0.812 2.389
25 H 2.936 0.554 2.825
26 H 3.804 0.536 1.274
27 C -2.204 0.597 -2.838
28 C -1.142 1.553 -2.371
29 O -0.183 1.200 -1.596
30 N -1.267 2.787 -2.813
31 C -0.657 4.038 -2.305
32 C -1.303 4.362 -0.971
33 C -2.051 5.463 -0.602
34 C -2.608 5.460 0.681
35 C -2.418 4.391 1.550
36 C -1.640 3.340 1.092
37 N -1.129 3.366 -0.118
38 H -2.297 -0.231 -2.147
39 H -1.939 0.195 -3.817
40 H -3.163 1.105 -2.920
41 H -2.042 2.923 -3.448
42 H -0.816 4.809 -3.054
43 H 0.413 3.891 -2.180
44 H -2.200 6.300 -1.272
45 H -3.204 6.305 1.002
46 H -2.861 4.394 2.538
47 H -0.292 2.121 0.131
48 C 1.188 -3.402 -4.770
49 N 0.045 -3.609 -3.881
50 C -0.831 -4.789 -4.053
51 C -1.902 -4.600 -2.962
52 N -1.429 -3.375 -2.284
53 C -0.357 -2.855 -2.884
54 S 0.358 -1.313 -2.525
55 H 1.858 -4.260 -4.708
56 H 1.724 -2.501 -4.489
57 H 0.833 -3.306 -5.795
58 H -0.244 -5.695 -3.913
59 H -1.243 -4.798 -5.060
60 H -1.940 -5.435 -2.267
61 H -2.894 -4.446 -3.378
62 H -1.997 -2.848 -1.645
63 N 0.220 3.142 6.009
64 C 0.844 2.453 5.041
65 O 1.793 1.704 5.204
66 C 0.331 2.537 3.632
67 C 1.383 2.623 2.614
68 C 1.191 2.108 1.413
69 N -0.066 1.509 0.996
70 C -1.239 2.028 1.819
71 C -0.909 2.230 3.273
72 H 0.563 3.069 6.955
73 H -0.486 3.827 5.807
74 H 2.347 3.036 2.880
75 H 1.954 2.124 0.644
76 H -2.056 1.315 1.725
77 H -1.699 2.075 4.000

Its total charge is +3. The HOMO energy (alpha / beta) is -16.59 / -16.62 eV. As for the spin multiplicity: 3. The lowest unoccupied orbital energy (alpha / beta) is -9.302 / -10.112 eV. The gap between HOMO and LUMO (alpha / beta) comes out at 7.290 / 6.513 eV.


Number 1: E -3210.46643 hartree. Number 2: E -7545.47903 hartree. Number 3: E -2110.31735 hartree. Number 4: E -3355.30061 hartree. Number 5: E -4962.98890 hartree. Number 6: E -2033.76779 hartree.